150
Properties=species:S:1:pos:R:3:lowdin_charge:R:1 method="wB97M-V/def2-TZVPD" gap_ev=8.7 e_above_lowest_kcal_mol=0.0
C 0.11145 1.52103 -2.77677 -0.069
B -0.22215 0.22500 -1.92837 -0.516
O 0.32946 0.15107 -0.67450 0.165
C -1.16946 -0.98374 -2.58285 -0.243
C -0.19535 -2.19540 -2.61077 -0.323
F 0.08543 -2.62331 -1.35299 0.150
F 0.99082 -1.72341 -3.09765 0.125
C -0.65583 -3.45846 -3.42936 -0.293
F -1.97408 -3.69983 -3.36049 0.179
F -0.04045 -4.54297 -2.86245 0.128
C -0.22451 -3.49362 -4.93553 -0.514
F -0.77114 -4.62409 -5.44803 0.156
F 1.09423 -3.62529 -5.10402 0.171
F -0.68937 -2.48904 -5.67958 0.106
O -1.50988 -0.40572 -3.86025 -0.199
S -3.07982 -0.54541 -4.26596 0.633
O -3.77011 0.68058 -4.50159 -0.226
O -3.37501 -1.47119 -5.31545 -0.233
O -3.53058 -1.34241 -2.90090 -0.198
C -2.55011 -1.09201 -1.87334 -0.588
S -2.90872 0.70525 -1.42743 0.924
C -2.73196 -1.95202 -0.60941 -0.119
C -4.17391 -1.84231 -0.04735 -0.216
O -4.50707 -2.78781 0.95443 -0.117
C -3.50755 -2.93102 1.95869 -0.176
C -3.08746 -1.59634 2.64605 -0.140
O -3.17141 -1.67994 4.08230 -0.083
C -2.06090 -1.15361 4.71552 -0.307
C -1.36951 -2.01353 5.59690 0.016
C -0.26936 -1.49316 6.26351 -0.026
C 0.19327 -0.16174 6.09880 -0.180
C 1.41649 0.25835 6.95939 -0.431
C 2.62665 -0.67609 6.64161 -0.035
C 1.00132 -0.06439 8.45713 -0.084
C 1.72758 1.78586 6.93502 -0.117
C 2.69768 2.30444 5.82392 -0.541
C 2.48623 3.86724 5.77119 -0.074
C 4.21506 2.12581 6.19089 -0.065
C 2.40950 1.79693 4.38542 -0.062
C -0.49390 0.66822 5.21680 -0.027
C -1.60587 0.13799 4.53597 -0.019
H -0.73850 2.23234 -2.74808 -0.068
H 0.44033 1.28082 -3.80999 -0.005
H 0.96625 2.02804 -2.28302 0.092
H -0.11497 -0.48715 -0.09797 0.098
H -4.22953 0.72157 -1.09391 -0.059
H -2.53694 -3.03090 -0.77558 0.142
H -1.95507 -1.61772 0.10368 0.110
H -4.86040 -2.01758 -0.89797 0.141
H -4.41274 -0.82309 0.30920 0.091
H -2.62549 -3.51239 1.62015 0.126
H -3.96378 -3.55229 2.75224 0.100
H -3.71327 -0.73991 2.33753 0.133
H -2.02016 -1.42038 2.40451 0.125
H -1.69910 -3.03952 5.77234 0.064
H 0.24671 -2.15564 6.96782 0.111
H 2.70824 -0.95464 5.57632 0.084
H 2.43084 -1.63491 7.16222 0.074
H 3.58399 -0.31940 7.05464 0.079
H -0.00434 0.35550 8.62941 -0.010
H 1.76405 0.43229 9.08756 0.090
H 1.05041 -1.13692 8.69121 0.032
H 0.75871 2.30332 6.77743 0.107
H 2.09612 2.15710 7.90899 0.121
H 2.90905 4.29419 4.84040 0.085
H 1.41513 4.11681 5.83738 0.078
H 3.07545 4.32979 6.58637 0.082
H 4.66780 1.24666 5.70722 0.075
H 4.30451 1.97447 7.28660 0.081
H 4.78368 3.05085 5.98826 0.076
H 3.26313 2.12721 3.75722 0.088
H 2.34870 0.70548 4.27836 0.070
H 1.53234 2.31998 3.96387 0.077
H -0.17906 1.69785 5.05968 0.097
H -2.16816 0.77178 3.83576 0.124
C -3.56364 4.34594 -3.53090 -1.493
Cl -3.66071 6.04898 -3.99844 0.564
Cl -1.88181 3.84794 -3.31776 0.621
Cl -4.48888 4.05707 -2.05471 0.544
H -3.99492 3.74804 -4.32602 0.019
C -2.73767 1.96756 9.77151 -1.550
Cl -1.27205 2.77143 10.34628 0.542
Cl -2.35253 0.80138 8.50614 0.556
Cl -3.58151 1.17757 11.10824 0.513
H -3.39395 2.71747 9.35150 -0.047
C -2.21393 6.25489 -7.43387 -1.538
Cl -2.80840 4.94973 -8.46661 0.512
Cl -0.45063 6.36409 -7.51250 0.514
Cl -2.95341 7.79375 -7.88300 0.534
H -2.49133 6.03076 -6.41137 -0.057
C 0.88257 1.75024 -6.91115 -1.505
Cl 0.74462 2.90508 -5.58605 0.582
Cl 0.12036 0.22448 -6.46130 0.592
Cl 0.16784 2.39908 -8.38463 0.537
H 1.93430 1.56527 -7.09643 -0.010
C -0.64968 -3.27535 11.01162 -1.527
Cl -1.18565 -4.63135 10.01922 0.506
Cl 1.11108 -3.13179 10.98031 0.537
Cl -1.40942 -1.78700 10.44382 0.530
H -0.95775 -3.45532 12.03449 0.014
C 2.50123 8.42895 -9.11165 -1.510
Cl 2.16868 8.35728 -10.84536 0.555
Cl 3.70360 7.21930 -8.66270 0.507
Cl 3.03201 10.05510 -8.65173 0.506
H 1.58251 8.20902 -8.58032 -0.021
C -6.46802 1.26921 7.29766 -1.523
Cl -7.48950 2.27301 6.26446 0.529
Cl -5.18230 0.50993 6.35904 0.536
Cl -5.79071 2.22893 8.61931 0.559
H -7.08261 0.48703 7.72656 0.017
C 0.70605 5.16679 -12.10579 -1.552
Cl 0.01868 4.99640 -13.72441 0.528
Cl -0.57026 5.40500 -10.90910 0.490
Cl 1.68763 3.75772 -11.69465 0.520
H 1.34646 6.03983 -12.09821 -0.045
C 6.26215 8.53659 -5.65261 -1.526
Cl 7.82052 8.19770 -6.41309 0.523
Cl 5.10049 9.12585 -6.84538 0.461
Cl 5.64058 7.09529 -4.83916 0.519
H 6.40966 9.30909 -4.90760 0.012
C 2.81696 -2.61669 -7.85816 -1.553
Cl 2.44862 -2.73112 -9.57908 0.526
Cl 4.01748 -3.82216 -7.39215 0.548
Cl 3.36895 -0.99154 -7.44560 0.525
H 1.90607 -2.81107 -7.30395 -0.037
C 0.70898 -7.64338 -1.44240 -1.554
Cl 2.22211 -6.95532 -0.84140 0.501
Cl 1.02404 -8.70310 -2.81940 0.529
Cl -0.13399 -8.52127 -0.16531 0.525
H 0.07013 -6.83459 -1.77541 -0.012
C 5.83541 -7.85243 1.48571 -1.549
Cl 6.55409 -7.78890 3.09709 0.523
Cl 4.58352 -9.09454 1.41171 0.517
Cl 5.17664 -6.27633 1.03550 0.503
H 6.61265 -8.11038 0.77670 0.013
C -2.39325 -3.15919 -8.60890 -1.538
Cl -3.04234 -4.48148 -9.58288 0.536
Cl -0.63464 -3.07126 -8.77311 0.527
Cl -3.13408 -1.62517 -9.06518 0.544
H -2.62927 -3.35428 -7.56867 -0.001
C 4.37796 -0.98747 -2.32839 -1.557
Cl 4.03701 -1.05727 -4.05777 0.515
Cl 5.57350 -2.21086 -1.90272 0.533
Cl 4.92289 0.62263 -1.85246 0.532
H 3.46042 -1.20704 -1.79446 0.000
C -1.83504 -6.56133 5.48927 -1.533
Cl -2.83951 -5.48980 4.50496 0.555
Cl -0.56047 -7.27619 4.50726 0.535
Cl -1.15747 -5.67364 6.85236 0.521
H -2.46254 -7.35733 5.87170 0.015

100
Properties=species:S:1:pos:R:3:lowdin_charge:R:1 method="wB97M-V/def2-TZVPD" s_squared=0.76 gap_ev="6.6 / 5.8" spin_multiplicity=2
Tl 0.74387 0.58833 -0.91065 0.437
C 0.61552 -4.42650 1.62771 -0.016
C -0.24064 -3.56098 2.55537 -0.533
C -0.48542 -4.26729 3.89449 -0.037
C -1.60585 -3.34309 1.90997 -0.087
N 0.52839 -2.31299 2.83441 0.012
C 1.64700 -2.38740 3.65408 -0.059
C 2.14375 -1.15012 3.78029 -0.067
N 1.36247 -0.29428 3.03674 0.015
B 1.76936 1.19746 2.98354 -0.598
N 2.97011 1.43981 2.02775 0.028
C 3.71476 2.58261 2.20432 -0.085
C 4.66556 2.62483 1.26181 -0.052
N 4.52841 1.48971 0.47848 0.012
C 3.47051 0.75982 0.96430 -0.690
S 2.95520 -0.78723 0.41959 0.585
C 5.39706 1.21277 -0.69962 -0.543
C 4.55753 1.12288 -1.98064 -0.044
C 6.21581 -0.06126 -0.47175 -0.040
C 6.36513 2.38231 -0.86767 -0.062
N 0.51720 2.08214 2.70959 0.016
C -0.45572 2.07002 3.68253 -0.079
C -1.50283 2.77704 3.24153 -0.068
N -1.20009 3.23621 1.96865 0.009
C 0.07688 2.83014 1.66583 -0.706
S 1.02086 3.24319 0.30114 0.569
C -2.25539 4.00326 1.23956 -0.536
C -1.97609 4.29886 -0.23083 -0.073
C -3.53439 3.15708 1.29087 -0.030
C -2.45094 5.32878 1.98078 -0.028
C 0.37754 -1.01163 2.44158 -0.667
S -0.79075 -0.36852 1.37444 0.599
H 0.06815 -5.32809 1.35097 0.091
H 1.55441 -4.71765 2.10183 0.083
H 0.85197 -3.86643 0.72118 0.082
H -1.07816 -5.16525 3.72107 0.089
H -1.04225 -3.61409 4.56789 0.096
H 0.43736 -4.56781 4.38857 0.069
H -2.11463 -4.30773 1.85913 0.089
H -1.52616 -2.95121 0.90148 0.037
H -2.21940 -2.65676 2.49102 0.080
H 2.01895 -3.30898 4.05918 0.116
H 2.99580 -0.79117 4.33024 0.127
H 2.15728 1.48714 4.08859 0.124
H 3.49044 3.27516 2.99603 0.129
H 5.41715 3.36996 1.08680 0.109
H 3.98351 0.20230 -2.01391 0.044
H 5.21648 1.14262 -2.85036 0.088
H 3.88139 1.97870 -2.04206 0.089
H 5.56716 -0.92360 -0.36313 0.037
H 6.82621 0.03584 0.42851 0.091
H 6.87657 -0.22549 -1.32464 0.089
H 5.82843 3.31524 -1.04882 0.092
H 6.99070 2.18035 -1.73500 0.090
H 7.01587 2.50212 -0.00014 0.086
H -0.31548 1.53926 4.60815 0.130
H -2.44396 2.96934 3.72134 0.116
H -1.79069 3.38438 -0.79091 0.069
H -1.12721 4.95933 -0.36000 0.055
H -2.86412 4.78005 -0.64635 0.089
H -3.33236 2.16101 0.89293 0.087
H -4.30288 3.62567 0.67667 0.089
H -3.92486 3.05523 2.30351 0.073
H -1.53446 5.91907 1.94254 0.093
H -2.71622 5.16982 3.02671 0.077
H -3.25006 5.89963 1.50645 0.089
C -4.71963 -3.81419 0.19831 -0.099
C -4.69510 -2.44379 0.42441 -0.089
C -3.84137 -1.63855 -0.31168 -0.150
C -3.01250 -2.18558 -1.29304 -0.328
C -3.03983 -3.56158 -1.50654 -0.113
C -3.89783 -4.36915 -0.77254 -0.095
Ge -1.65754 -1.01098 -2.11900 0.957
C -2.54010 0.50952 -3.04084 -0.321
C -3.91848 0.71333 -3.00641 -0.111
C -4.47444 1.87836 -3.51762 -0.091
C -3.66031 2.86017 -4.06345 -0.096
C -2.28612 2.66644 -4.11471 -0.089
C -1.73463 1.50375 -3.60012 -0.156
C -0.53913 -2.01507 -3.41460 -0.331
C -0.48594 -1.71280 -4.77265 -0.108
C 0.43985 -2.33779 -5.59740 -0.089
C 1.32976 -3.26502 -5.07419 -0.094
C 1.28508 -3.57899 -3.72244 -0.087
C 0.36191 -2.95027 -2.90138 -0.135
H -5.37289 -4.44901 0.78378 0.101
H -5.33166 -2.00756 1.18456 0.104
H -3.80157 -0.57161 -0.11617 0.090
H -2.39103 -4.00172 -2.25622 0.096
H -3.92310 -5.43674 -0.95506 0.101
H -4.56296 -0.04960 -2.58363 0.092
H -5.54770 2.02178 -3.48526 0.100
H -4.09443 3.77591 -4.44492 0.099
H -1.64516 3.42683 -4.54357 0.104
H -0.65888 1.36314 -3.63447 0.071
H -1.17488 -0.98765 -5.19180 0.097
H 0.47181 -2.09510 -6.65254 0.101
H 2.06088 -3.73886 -5.71709 0.100
H 1.97728 -4.30006 -3.30541 0.102
H 0.34089 -3.18149 -1.83996 0.091